[1]
38
Properties=species:S:1:pos:R:3:forces:R:3 method="wB97M-V/def2-TZVPD" e_tot_ev=-36990.9265 total_charge=+1 gap_ha=0.31056 homo_ev=-12.788 multiplicity=1
C 4.71960 1.59900 0.12749 0.22 -0.13 -0.50
O 5.16500 0.24351 0.39237 -0.61 0.12 0.43
B 4.24676 -0.56325 0.96387 0.59 0.07 0.10
O 4.37139 -1.21503 2.12979 -0.05 -0.14 -0.40
P 2.51548 -0.96668 0.10377 0.06 0.07 0.26
O 2.55931 -2.47257 -0.39340 0.02 0.29 -0.04
C 1.20119 -0.69788 1.30513 -0.30 0.00 -0.17
O -0.02608 -1.05627 0.75005 0.10 -0.05 -0.04
C -1.17035 -0.78826 1.58683 -0.14 -0.30 0.04
O -2.04762 0.06880 0.96902 0.25 -0.06 -0.15
C -1.51205 1.33638 0.61212 -0.33 0.34 0.14
C -1.32296 2.27567 1.78989 0.19 0.64 -0.30
O -1.11707 3.56943 1.21947 -0.12 -0.30 -0.16
H 5.59674 2.23080 0.17058 0.07 0.08 0.07
H 4.29797 1.66338 -0.87349 -0.05 -0.01 -0.08
H 3.99169 1.93676 0.86172 0.00 0.03 0.13
H 5.24794 -1.10140 2.52352 0.04 -0.03 0.20
H 2.27085 -0.15603 -1.00832 -0.10 0.01 -0.02
H 2.24892 -2.58441 -1.29990 -0.12 -0.34 -0.12
H 1.46832 -1.27284 2.19728 0.04 -0.04 0.11
H 1.24910 0.37198 1.55455 0.13 0.09 0.12
H -1.68704 -1.73467 1.71643 -0.11 -0.03 -0.01
H -0.83513 -0.43488 2.56720 0.20 0.19 -0.02
H -0.59308 1.25537 0.03155 0.13 -0.18 -0.02
H -2.24581 1.80605 -0.03726 -0.10 -0.06 -0.09
H -2.22646 2.30721 2.39371 -0.05 -0.19 0.19
H -0.46224 2.02358 2.41101 -0.06 -0.24 0.19
H -0.33873 3.97298 1.59679 0.13 0.19 0.17
C -3.56552 -2.10472 -2.33707 0.05 -0.06 0.04
C -2.93156 -0.77562 -1.97235 -0.05 -0.04 -0.02
O -3.19886 0.01577 -3.13132 0.08 -0.04 0.05
C -4.28313 -0.50583 -3.76768 0.02 -0.07 0.06
O -4.85381 0.01366 -4.66174 -0.06 0.07 -0.10
O -4.60945 -1.70675 -3.22531 0.05 0.00 0.04
H -3.97826 -2.63696 -1.48400 -0.14 0.03 -0.05
H -2.87934 -2.76306 -2.87403 0.01 0.02 -0.01
H -3.40633 -0.31337 -1.10879 -0.03 -0.01 0.03
H -1.85939 -0.83985 -1.79950 0.02 0.07 -0.09

=====

[2]
64
Properties=species:S:1:pos:R:3:forces:R:3 method="wB97M-V/def2-TZVPD" e_tot_ev=-86022.3133 gap_ha=0.29977 homo_ev=-8.006 multiplicity=1
K 0.16356 -0.47025 2.07440 0.10 -0.15 0.03
C -1.82165 3.84279 1.08750 0.01 0.01 -0.02
Sb -0.30687 2.59363 0.21995 -0.07 0.00 -0.12
C -1.18652 2.53538 -1.72358 -0.01 0.06 0.03
C 1.02405 4.24968 -0.21977 0.00 0.04 0.09
C 1.96419 4.01895 -1.36042 0.02 0.01 -0.08
C 1.66597 4.58780 -2.59969 0.00 -0.01 0.00
C 2.50558 4.44781 -3.69177 -0.05 0.02 0.01
C 3.68872 3.73941 -3.55209 0.04 -0.02 0.00
C 3.99583 3.16323 -2.33150 0.00 0.01 -0.01
C 3.14325 3.26800 -1.23103 0.04 0.02 -0.05
C 3.48917 2.53893 0.02122 -0.04 -0.02 0.10
Sb 2.94814 0.41348 0.00088 0.02 0.00 -0.05
C 4.81267 -0.21465 -0.86091 -0.03 -0.03 -0.02
C 1.90455 0.30483 -1.86301 0.07 0.00 -0.03
H -1.99100 4.69122 0.42473 -0.03 0.01 0.02
H -1.51813 4.20550 2.06856 0.02 -0.01 0.00
H -2.74845 3.27987 1.18944 0.00 -0.01 -0.01
H -1.55864 3.53181 -1.96478 0.01 0.00 -0.01
H -2.00549 1.82021 -1.72685 -0.01 -0.01 0.00
H -0.44997 2.22885 -2.46368 0.01 0.00 0.01
H 1.55567 4.49314 0.70171 0.00 -0.01 -0.01
H 0.36505 5.08817 -0.44829 0.00 0.00 0.00
H 0.75329 5.16439 -2.69930 0.00 0.00 0.00
H 2.24380 4.90196 -4.63845 0.00 0.00 0.00
H 4.36895 3.63595 -4.38757 0.00 0.00 0.00
H 4.92184 2.61030 -2.22056 0.00 0.00 0.00
H 3.03056 2.97714 0.90564 0.00 0.00 -0.01
H 4.56835 2.52304 0.18098 0.01 0.02 -0.01
H 4.94930 0.29727 -1.81294 0.02 -0.01 0.00
H 4.78318 -1.28893 -1.03920 0.00 0.00 0.00
H 5.65028 0.00811 -0.20169 -0.02 0.02 0.03
H 2.21943 1.12292 -2.51106 -0.03 -0.01 -0.02
H 0.82449 0.29884 -1.74508 0.00 0.01 0.04
H 2.18836 -0.64360 -2.32091 0.00 0.00 0.00
O -2.98129 -0.38661 -0.70419 0.02 -0.01 0.05
S -1.94495 -1.20566 -1.29294 -0.08 0.11 -0.16
O -1.42360 -0.75898 -2.55830 -0.01 -0.05 -0.03
N -0.76322 -1.47951 -0.23591 -0.01 -0.05 0.22
C -0.75178 -2.75154 0.20083 0.11 0.07 0.04
O -0.02966 -3.16691 1.11676 0.02 0.04 0.01
C -1.74748 -3.62462 -0.51445 -0.01 -0.04 0.04
C -1.96932 -4.98178 -0.36342 0.01 0.04 -0.01
C -2.97104 -5.56842 -1.12601 -0.01 -0.03 0.00
C -3.73303 -4.81012 -2.01188 0.00 0.00 -0.01
C -3.51082 -3.44602 -2.15993 0.01 -0.04 0.00
C -2.50697 -2.88600 -1.39661 -0.04 0.04 -0.05
H -1.36508 -5.55902 0.32401 0.01 0.00 0.00
H -3.16376 -6.62974 -1.03585 0.00 0.00 0.00
H -4.50760 -5.29158 -2.59457 0.00 0.00 0.00
H -4.09906 -2.85231 -2.84634 0.01 0.02 0.00
C -2.92950 -1.38350 5.10599 0.01 -0.02 0.00
N -2.02913 -2.40344 4.60517 -0.01 -0.05 -0.01
C -2.42187 -3.59737 4.01191 -0.01 0.03 0.01
C -1.30340 -4.25852 3.66886 0.02 -0.02 -0.02
N -0.24323 -3.47375 4.07062 -0.07 0.04 0.00
C -0.67566 -2.31997 4.63098 -0.04 -0.04 0.08
S 0.27374 -1.05522 5.22078 0.02 0.04 -0.08
H -3.76079 -1.86036 5.62093 0.00 0.00 0.00
H -3.31147 -0.77360 4.28676 0.00 0.01 0.01
H -2.37669 -0.75395 5.79785 -0.01 0.01 0.00
H -3.45808 -3.85125 3.88274 0.00 -0.01 0.00
H -1.16508 -5.19269 3.15916 0.00 0.00 0.00
H 0.72832 -3.64271 3.87618 0.00 -0.01 -0.03